1.
ORCA calculation (wB97M-V/def2-TZVPD) on a 4-piece molecular cluster, C16H28N4 overall in a non-equilibrium geometry.

Geometry as XYZ:
```
48
C16H28N4 wB97M-V/def2-TZVPD
C -1.36866 -6.41245 -5.68285
C -0.45909 -7.60386 -5.16193
C 0.72240 -7.47493 -4.20671
C 0.36338 -6.69400 -2.97755
N 0.11443 -6.04227 -2.05750
H -2.15693 -6.72815 -6.36626
H -0.80737 -5.62984 -6.19331
H -1.94522 -5.94225 -4.88623
H -0.06626 -8.05660 -6.07233
H -1.13195 -8.38768 -4.81406
H 1.46854 -6.82905 -4.66955
H 1.22575 -8.41452 -3.97892
C 1.71721 2.63009 -3.44790
C 1.71969 1.04425 -3.47389
C 0.45671 0.61166 -4.31775
C 0.61952 0.84468 -5.77954
N 0.61829 0.98600 -6.95968
H 2.48954 2.95945 -2.75282
H 0.78881 3.05624 -3.06769
H 1.90066 3.05259 -4.43579
H 1.72913 0.80914 -2.40960
H 2.68848 0.91914 -3.95751
H -0.39945 1.05262 -3.80722
H 0.33304 -0.47041 -4.27402
C -3.86900 -1.21999 3.86251
C -2.45170 -1.50269 3.32290
C -1.68717 -0.17789 3.38898
C -2.18664 0.80211 2.38561
N -2.53674 1.63275 1.59337
H -4.26831 -2.18497 4.17467
H -4.44503 -0.75397 3.06307
H -3.88165 -0.57383 4.74025
H -2.34523 -2.04235 2.38186
H -2.03656 -2.16982 4.07833
H -0.61617 -0.36084 3.30185
H -1.81954 0.23380 4.38952
C 0.44878 6.57548 4.98806
C 1.74846 7.08084 5.60819
C 2.89284 6.01470 5.45897
C 2.94515 4.71951 6.17243
N 2.92017 3.69182 6.74293
H -0.33280 7.20155 5.41847
H 0.13102 5.55734 5.21280
H 0.35349 6.68800 3.90808
H 1.67425 7.45624 6.62881
H 2.01064 7.96589 5.02850
H 3.90436 6.42059 5.47203
H 2.82674 5.66587 4.42842
```

Lowest unoccupied orbital energy = 0.606 eV
E_HOMO = -11.22 eV
Frontier orbital gap = 11.83 eV
Multiplicity = 1
SMILES string = CCCC#N.CCCC#N.CCCC#N.CCCC#N

2.
ORCA calculation (wB97M-V/def2-TZVPD) on a 4-piece molecular cluster, C16H28N4 overall in a non-equilibrium geometry.

Geometry as XYZ:
```
48
C16H28N4 wB97M-V/def2-TZVPD
C 1.50920 4.89463 0.69809
C 0.39667 3.86758 0.73803
C -0.81723 4.16521 1.64491
C -0.49334 4.13069 3.06260
N -0.26508 4.10344 4.17862
H 1.73068 5.10653 1.75544
H 1.28828 5.90322 0.33131
H 2.42745 4.63498 0.17527
H 0.78112 2.89190 1.04147
H 0.04140 3.71596 -0.28683
H -1.47112 3.29704 1.54489
H -1.30051 5.09254 1.35313
C 5.03613 -5.89243 -3.61824
C 6.03087 -4.71347 -3.74546
C 5.95490 -3.78593 -2.52143
C 4.58057 -3.26882 -2.32464
N 3.51416 -2.88173 -2.14648
H 4.99705 -6.26920 -2.59500
H 5.35747 -6.70069 -4.26731
H 4.07266 -5.44856 -3.85807
H 5.71357 -4.13512 -4.61505
H 7.07065 -5.01800 -3.85479
H 6.60737 -2.91648 -2.47708
H 6.15955 -4.41784 -1.65213
C -5.27289 -0.53357 2.29394
C -6.03640 0.57940 3.01800
C -6.10787 1.83484 2.11434
C -4.87237 2.63180 2.20732
N -3.89485 3.22871 2.28699
H -5.18489 -1.43817 2.89627
H -4.25111 -0.17648 2.13150
H -5.69917 -0.80122 1.32791
H -5.49784 0.85743 3.92402
H -7.01609 0.20814 3.31536
H -6.89893 2.48550 2.48975
H -6.30113 1.51993 1.09305
C -1.39596 -1.17235 -0.17197
C -0.15148 -0.38725 0.14102
C 0.94913 -0.39800 -0.94065
C 0.57324 0.06842 -2.26360
N 0.27099 0.50834 -3.27961
H -1.67070 -1.18665 -1.22653
H -2.24268 -0.83099 0.42389
H -1.27116 -2.23065 0.08954
H 0.30371 -0.51043 1.11924
H -0.41267 0.68205 0.06127
H 1.33027 -1.42465 -1.04347
H 1.82840 0.13037 -0.56889
```

Lowest unoccupied orbital energy = 0.689 eV
E_HOMO = -11.03 eV
Frontier orbital gap = 11.72 eV
Multiplicity = 1
SMILES string = CCCC#N.CCCC#N.CCCC#N.CCCC#N

3.
ORCA calculation (wB97M-V/def2-TZVPD) on a 3-piece molecular cluster, C16H29F2NO5S overall.

Geometry as XYZ:
```
54
C16H29F2NO5S wB97M-V/def2-TZVPD
C 1.66177 3.38510 3.81219
O 3.02670 3.06957 3.68038
C 3.26602 1.73650 3.22160
C 4.57438 1.32814 3.87534
C 5.02806 -0.08326 3.60776
F 4.34451 1.42093 5.26756
C 3.27121 1.77735 1.67900
C 3.27775 0.43355 0.93862
C 2.29092 -0.61698 1.46677
C 0.91785 -0.58167 0.78005
S -0.41490 0.02758 1.86966
N 4.33660 2.67710 1.26393
F 5.50590 1.92440 1.02668
H 1.09536 2.60763 4.32643
H 1.20376 3.63768 2.85400
H 1.59945 4.28093 4.42163
H 2.46960 1.11897 3.63523
H 5.33694 2.06815 3.65842
H 4.18095 -0.75501 3.66857
H 5.46346 -0.13077 2.61652
H 5.80979 -0.37298 4.29462
H 2.34976 2.27702 1.38833
H 2.97258 0.64764 -0.08363
H 4.26232 0.00185 0.86032
H 2.16026 -0.60106 2.53913
H 2.71820 -1.58924 1.23876
H 0.93363 -0.04573 -0.15988
H 0.62545 -1.59217 0.55920
H 0.24953 1.00291 2.51258
H 4.12584 3.08980 0.36126
O -0.32234 -2.22297 -1.42138
C -1.32487 -2.88107 -1.38258
C -2.45454 -2.90357 -2.38882
C -3.57602 -3.58463 -1.61224
C -2.79570 -4.47423 -0.65429
O -1.57331 -3.75925 -0.38605
H -2.13826 -3.48802 -3.25450
H -2.71833 -1.89959 -2.69306
H -4.27780 -4.13259 -2.23550
H -4.13919 -2.83854 -1.05238
H -2.53783 -5.43920 -1.09630
H -3.31540 -4.64632 0.28506
O -4.93655 -1.54771 -3.37943
C -4.87237 -0.50108 -3.95885
C -4.50104 0.84863 -3.37821
C -4.97296 1.81536 -4.46221
C -4.84335 0.96385 -5.71760
O -5.09951 -0.38536 -5.28588
H -3.41842 0.88078 -3.24098
H -4.99837 1.00536 -2.42555
H -4.40510 2.74194 -4.51276
H -6.02004 2.07132 -4.29521
H -3.83929 1.00300 -6.14482
H -5.56306 1.22996 -6.48749
```

Lowest unoccupied orbital energy = 0.505 eV
E_HOMO = -8.84 eV
Frontier orbital gap = 9.34 eV
Multiplicity = 1
SMILES string = CO[C@H]([C@H](C)F)[C@H](CCCS)NF.O=C1CCCO1.O=C1CCCO1

4.
ORCA calculation (wB97M-V/def2-TZVPD) on C16H29I2N6RuSSeSi as an isolated structure in a non-equilibrium geometry.

Geometry as XYZ:
```
57
C16H29I2N6RuSSeSi wB97M-V/def2-TZVPD
Ru 1.87636 -0.14872 0.39903
N -0.62159 -5.91295 -0.57255
C -0.11585 -4.69063 -0.33058
C 1.06980 -4.51150 0.40425
C 1.54843 -3.24446 0.61815
N 0.95212 -2.12361 0.17164
C -0.19869 -2.29707 -0.50761
C -0.75487 -3.52088 -0.77934
H -0.15404 -6.74222 -0.25240
H -1.44899 -6.03347 -1.12879
H 1.60964 -5.36078 0.80124
H 2.46053 -3.10902 1.18621
H -0.72150 -1.39846 -0.82043
H -1.69039 -3.57242 -1.32042
N 3.22873 2.70557 0.57078
C 2.75491 1.64969 0.55576
C -0.82146 0.51989 4.40953
Si 0.66942 0.77832 3.34126
C 1.81170 -0.70850 3.08423
C 1.61100 2.32262 3.70747
Se -0.18681 0.73678 1.13820
H -0.55521 0.52082 5.46939
H -1.33386 -0.41764 4.19064
H -1.51589 1.34676 4.24570
H 2.48047 -0.89225 3.92934
H 2.55171 -0.51939 2.25167
H 1.26179 -1.62353 2.87421
H 1.86179 2.34893 4.77162
H 1.00992 3.20577 3.48417
H 2.52857 2.39243 3.12642
I 4.23055 -1.01261 -0.37732
I 3.77362 -2.28102 -2.66730
S -1.99840 1.20254 -1.63582
C -3.41794 1.73789 -0.89766
N -4.24665 2.56612 -1.59310
C -5.42069 3.06237 -1.13381
C -5.84824 2.75040 0.11713
C -5.03843 1.89932 0.89369
C -3.86159 1.40331 0.40291
H -3.93330 2.80910 -2.52393
H -5.96504 3.70086 -1.81385
H -6.78117 3.14486 0.48833
H -5.35816 1.62697 1.89145
H -3.25071 0.73335 0.98886
N 2.91534 1.12072 -4.42977
C 1.67456 1.60276 -3.70474
C 1.86539 1.51737 -2.19418
N 1.30066 0.29668 -1.57850
H 2.81633 1.20226 -5.44433
H 3.12664 0.14279 -4.20652
H 3.73040 1.67369 -4.15177
H 0.84450 0.99203 -4.05834
H 1.51014 2.62778 -4.02844
H 1.40190 2.37395 -1.71032
H 2.92447 1.57375 -1.93449
H 1.55924 -0.52794 -2.11767
H 0.27883 0.36064 -1.59930
```

Lowest unoccupied orbital energy (spin up / spin down) = -7.307 / -7.348 eV
E_HOMO (spin up / spin down) = -12.56 / -12.54 eV
Frontier orbital gap (spin up / spin down) = 5.25 / 5.20 eV
Multiplicity = 2
Charge = +2

5.
ORCA calculation (wB97M-V/def2-TZVPD) on an isolated ion of composition C16H29N2O4 and charge +1.

Geometry as XYZ:
```
51
C16H29N2O4 wB97M-V/def2-TZVPD
C -0.90820 -4.97161 2.74086
C 0.22134 -4.59790 1.80038
O -0.01895 -3.27486 1.29136
C 1.03306 -2.54142 0.97271
O 2.18618 -2.88651 1.05803
C 0.64946 -1.18907 0.46817
C -0.57164 -0.85296 0.06391
C -0.82042 0.55885 -0.40552
O -0.81437 1.47765 0.66830
C -1.72666 1.22522 1.74481
C -1.35426 2.21399 2.85144
C -0.00307 1.89931 3.48123
C -3.19517 1.35489 1.31436
C -3.53069 2.71549 0.71300
C 0.30153 1.07519 -1.34136
N -0.09268 0.98323 -2.74083
C 0.58465 1.54611 -3.75293
C -0.08857 1.52599 -5.08590
O 1.70427 2.04831 -3.59928
C 1.65689 0.37593 -1.10104
N 2.73141 1.35832 -1.39348
C 1.76153 -0.19162 0.30989
H -1.86121 -4.93545 2.22032
H -0.74750 -5.97882 3.11255
H -0.94351 -4.28676 3.58386
H 1.19101 -4.60719 2.30771
H 0.26635 -5.28201 0.94671
H -1.40132 -1.53756 0.12270
H -1.78190 0.61207 -0.93946
H -1.56063 0.20044 2.11137
H -2.12927 2.17942 3.61667
H -1.33007 3.21727 2.42725
H 0.20073 2.59141 4.29343
H 0.79105 1.99448 2.74479
H 0.01079 0.88754 3.88029
H -3.42758 0.56749 0.59265
H -3.81615 1.17470 2.19198
H -2.82320 2.97331 -0.07240
H -4.53094 2.69928 0.28826
H -3.49796 3.49168 1.47135
H 0.41186 2.13806 -1.07903
H -1.00343 0.59534 -2.93737
H -0.92550 2.22289 -5.08435
H 0.61637 1.83419 -5.85289
H -0.46932 0.53405 -5.31647
H 1.76047 -0.44429 -1.81981
H 3.64856 0.91430 -1.46447
H 2.77122 2.08491 -0.67503
H 2.40840 1.80179 -2.39089
H 2.71563 -0.69735 0.46785
H 1.64263 0.60466 1.04757
```

Lowest unoccupied orbital energy = -2.591 eV
E_HOMO = -13.01 eV
Frontier orbital gap = 10.42 eV
Multiplicity = 1
Charge = +1
SMILES string = CCOC(=O)C1=C[C@@H](OC(CC)CC)[C@H](NC(C)=O)[C@@H]([NH3+])C1